1.
{"formula": "C7H9N", "method": "ωB97M-V with the def2-TZVPD basis set", "symbols": ["C", "C", "C", "C", "C", "C", "C", "H", "H", "H", "H", "H", "H", "H", "H", "H", "N"], "positions_angstrom": [[2.413, -0.888, 0.068], [1.312, -0.409, -0.543], [0.022, 0.133, -0.238], [-0.784, -0.464, 0.999], [-1.934, -0.908, -0.058], [0.186, 1.576, -0.147], [0.055, 2.766, 0.166], [3.429, -1.046, -0.469], [2.589, -1.026, 1.147], [1.383, -0.147, -1.613], [-0.128, -1.366, 1.637], [-1.043, 0.135, 1.885], [-3.110, -0.402, -0.018], [-2.039, -2.131, -0.135], [-1.380, 0.640, -1.581], [0.026, 3.870, 0.039], [-0.996, -0.333, -1.140]], "homo_energy_ev": -9.253, "e_above_lowest_kcal_mol": 149.1, "homo_lumo_gap_ev": 10.2017, "largest_force_ev_per_a": 4.640, "smiles": "C#C[C@@]1(C=C)CCN1", "charge": 0}

2.
{"formula": "C34H57N3NiO2SeSi", "method": "ωB97M-V with the def2-TZVPD basis set", "symbols": ["O", "O", "C", "C", "H", "H", "H", "H", "H", "C", "C", "H", "H", "H", "H", "H", "C", "C", "C", "H", "H", "H", "H", "H", "C", "H", "H", "H", "H", "H", "H", "N", "C", "C", "C", "C", "H", "H", "H", "C", "H", "H", "H", "N", "C", "C", "C", "C", "H", "C", "H", "C", "H", "C", "C", "C", "C", "C", "C", "H", "C", "H", "C", "H", "C", "C", "Ni", "H", "H", "H", "H", "H", "H", "H", "H", "H", "H", "H", "H", "H", "C", "Si", "H", "H", "C", "C", "C", "H", "H", "H", "H", "H", "H", "H", "H", "H", "Se", "C", "N"], "positions_angstrom": [[0.380, 3.614, 0.630], [-1.246, 4.735, -1.309], [-0.215, 4.252, 1.904], [0.720, 3.868, 3.017], [-1.222, 3.832, 1.969], [-0.253, 5.325, 1.696], [0.866, 2.780, 3.065], [0.305, 4.185, 3.980], [1.695, 4.354, 2.888], [1.595, 4.332, 0.060], [1.471, 5.826, 0.125], [1.675, 3.947, -0.958], [2.413, 3.955, 0.681], [0.686, 6.210, -0.532], [2.421, 6.249, -0.216], [1.312, 6.208, 1.137], [-0.943, 4.470, -2.692], [-2.540, 5.311, -1.073], [-0.058, 5.527, -3.296], [-1.877, 4.372, -3.266], [-0.438, 3.492, -2.706], [-0.567, 6.496, -3.339], [0.186, 5.230, -4.319], [0.876, 5.642, -2.737], [-2.623, 6.773, -1.444], [-2.726, 5.168, -0.001], [-3.307, 4.738, -1.622], [-1.811, 7.354, -1.000], [-3.568, 7.165, -1.064], [-2.611, 6.915, -2.529], [-0.330, 3.492, -0.062], [-0.573, -1.588, 1.498], [-1.286, -2.699, 1.298], [-1.810, -3.082, 0.051], [-1.495, -2.564, -1.209], [-1.612, -3.621, 2.450], [-2.241, -3.123, 3.203], [-0.710, -4.015, 2.943], [-2.176, -4.480, 2.064], [-2.198, -3.155, -2.404], [-1.521, -3.773, -3.015], [-2.632, -2.382, -3.059], [-3.017, -3.801, -2.062], [-0.542, -1.640, -1.385], [-0.023, -1.249, 2.776], [-0.689, -0.325, 3.617], [-2.026, 0.257, 3.290], [-0.112, 0.043, 4.831], [-0.639, 0.750, 5.473], [1.091, -0.514, 5.253], [1.526, -0.214, 6.210], [1.723, -1.459, 4.460], [2.645, -1.939, 4.809], [1.190, -1.832, 3.224], [1.936, -2.862, 2.434], [0.220, -1.620, -2.573], [0.045, -0.572, -3.508], [-1.069, 0.415, -3.354], [0.887, -0.513, -4.617], [0.764, 0.309, -5.325], [1.838, -1.505, -4.853], [2.484, -1.459, -5.727], [1.946, -2.585, -3.981], [2.660, -3.392, -4.165], [1.153, -2.651, -2.839], [1.283, -3.854, -1.960], [-0.293, -0.270, 0.012], [-1.977, 1.353, 3.201], [-2.741, 0.041, 4.099], [-2.441, -0.143, 2.362], [1.363, -3.233, 1.580], [2.181, -3.725, 3.074], [2.890, -2.461, 2.047], [-0.837, 1.347, -3.890], [-1.270, 0.669, -2.301], [-2.018, 0.021, -3.772], [1.141, -3.615, -0.898], [2.291, -4.272, -2.079], [0.567, -4.647, -2.235], [-2.472, -3.943, 0.057], [-1.511, 1.332, 0.052], [-3.369, 1.071, -0.126], [-1.238, 1.755, 1.030], [-1.095, 1.980, -0.729], [-4.238, 2.326, 0.981], [-4.138, -0.587, 0.307], [-3.969, 1.339, -1.884], [-3.452, 2.162, -2.394], [-5.039, 1.587, -1.820], [-3.873, 0.425, -2.488], [-3.843, 2.316, 2.005], [-5.304, 2.053, 1.023], [-4.149, 3.342, 0.574], [-3.786, -1.047, 1.235], [-4.003, -1.318, -0.500], [-5.220, -0.406, 0.420], [4.324, -0.780, 0.080], [2.657, -0.263, -0.135], [1.497, 0.011, -0.183]], "multiplicity": 3, "homo_energy_ev": [-6.771, -6.716], "e_above_lowest_kcal_mol": 69.6, "homo_lumo_gap_ev": [6.7272, 6.6711], "largest_force_ev_per_a": 5.083, "s2": 2.0099, "charge": 0}

3.
{"formula": "C4H10", "method": "ωB97M-V with the def2-TZVPD basis set", "symbols": ["C", "C", "C", "C", "H", "H", "H", "H", "H", "H", "H", "H", "H", "H"], "positions_angstrom": [[1.184, -0.968, 0.730], [-0.030, -0.963, -0.133], [-0.214, 0.308, -0.851], [-0.888, 1.514, 0.018], [1.394, -1.865, 1.383], [1.276, -0.168, 1.205], [1.962, -1.049, 0.051], [-0.037, -1.853, -0.726], [-1.104, -1.205, 0.598], [0.743, 0.872, -1.165], [-0.942, 0.073, -1.615], [-1.958, 1.123, 0.206], [-0.384, 1.549, 0.685], [-1.003, 2.632, -0.387]], "homo_energy_ev": -10.274, "e_above_lowest_kcal_mol": 95.7, "homo_lumo_gap_ev": 11.5457, "largest_force_ev_per_a": 19.630, "smiles": "CCCC", "charge": 0}

4.
{"formula": "CH2NO3S", "method": "ωB97M-V with the def2-TZVPD basis set", "symbols": ["C", "N", "O", "O", "O", "S", "H", "H"], "positions_angstrom": [[1.909, -0.337, 0.281], [2.671, 0.491, 0.506], [-0.622, 0.196, 1.222], [-0.769, -1.148, -0.858], [-2.591, 0.399, -0.206], [-1.165, 0.074, -0.095], [1.102, -0.901, -0.135], [-0.536, 1.227, -0.716]], "homo_energy_ev": -5.578, "e_above_lowest_kcal_mol": 15.4, "homo_lumo_gap_ev": 9.6877, "largest_force_ev_per_a": 3.085, "charge": -1}

5.
{"formula": "C2H4Cl2S2", "method": "ωB97M-V with the def2-TZVPD basis set", "symbols": ["C", "C", "S", "S", "Cl", "Cl", "H", "H", "H", "H"], "positions_angstrom": [[1.089, -0.206, 0.243], [-3.021, 0.533, -0.416], [0.594, 1.296, -0.688], [-0.683, 2.162, 0.508], [-3.294, -0.512, 0.984], [-2.246, -0.086, -1.793], [2.241, -0.222, 0.369], [0.757, -1.204, 0.014], [0.626, 0.138, 1.124], [-3.927, 1.060, -0.737]], "homo_energy_ev": [-8.506, -8.832], "e_above_lowest_kcal_mol": 21.7, "homo_lumo_gap_ev": [7.8156, 7.4369], "largest_force_ev_per_a": 2.558, "charge": 0}

6.
{"formula": "C10H9NO2S", "method": "ωB97M-V with the def2-TZVPD basis set", "symbols": ["C", "C", "C", "C", "C", "C", "C", "C", "C", "C", "N", "O", "O", "S", "H", "H", "H", "H", "H", "H", "H", "H", "H"], "positions_angstrom": [[3.050, 0.031, -1.126], [3.036, -1.353, -1.018], [2.119, 0.819, -0.454], [2.036, -2.051, -0.333], [1.078, 0.196, 0.184], [1.078, -1.234, 0.346], [-0.707, -0.458, 1.388], [-3.064, 0.712, -0.730], [-3.138, -0.176, 0.229], [-0.540, 2.019, 0.808], [-0.116, 0.594, 0.688], [-3.246, 1.450, -1.635], [-0.007, -1.480, 1.027], [-3.951, -1.747, 0.178], [3.809, 0.400, -1.739], [3.906, -1.913, -1.369], [1.977, 1.873, -0.658], [2.026, -3.120, 0.013], [-2.492, -0.012, 1.067], [-0.572, 2.382, -0.333], [-1.458, 1.890, 1.459], [0.332, 2.579, 1.308], [-5.154, -1.399, 0.702]], "homo_energy_ev": -8.582, "e_above_lowest_kcal_mol": 93.9, "homo_lumo_gap_ev": 8.9122, "largest_force_ev_per_a": 5.196, "charge": 0}

Copy entry 1 word for word.
{"formula": "C7H9N", "method": "ωB97M-V with the def2-TZVPD basis set", "symbols": ["C", "C", "C", "C", "C", "C", "C", "H", "H", "H", "H", "H", "H", "H", "H", "H", "N"], "positions_angstrom": [[2.413, -0.888, 0.068], [1.312, -0.409, -0.543], [0.022, 0.133, -0.238], [-0.784, -0.464, 0.999], [-1.934, -0.908, -0.058], [0.186, 1.576, -0.147], [0.055, 2.766, 0.166], [3.429, -1.046, -0.469], [2.589, -1.026, 1.147], [1.383, -0.147, -1.613], [-0.128, -1.366, 1.637], [-1.043, 0.135, 1.885], [-3.110, -0.402, -0.018], [-2.039, -2.131, -0.135], [-1.380, 0.640, -1.581], [0.026, 3.870, 0.039], [-0.996, -0.333, -1.140]], "homo_energy_ev": -9.253, "e_above_lowest_kcal_mol": 149.1, "homo_lumo_gap_ev": 10.2017, "largest_force_ev_per_a": 4.640, "smiles": "C#C[C@@]1(C=C)CCN1", "charge": 0}